Formula: C6H12O
Source: the OMol25 dataset
Level of theory: ωB97M-V/def2-TZVPD

Output
Relative energy (zero: lowest compared OMol25 entry of this formula, charge and spin)   127.9 kJ/mol
SMILES   C=C[C@@H](C)OCC
LUMO level   0.041 Ha

Positions of all 19 atoms, in Å:
C (0.159887, -0.042785, 0.493113)
C (0.517391, -0.263672, -1.880331)
C (-1.205527, 0.460928, 0.960068)
C (-0.875077, -0.661829, -2.368385)
C (1.273876, 0.240596, 1.469412)
C (1.151043, 0.587511, 2.735964)
O (0.518069, 0.566570, -0.745684)
H (0.111633, -1.136294, 0.355116)
H (2.256564, 0.143063, 1.026320)
H (1.020137, 0.327355, -2.651188)
H (1.115083, -1.169747, -1.692444)
H (-1.515980, -0.067638, 1.857050)
H (-1.947498, 0.297558, 0.183235)
H (-1.149938, 1.526148, 1.166378)
H (-1.480575, 0.227159, -2.526403)
H (-0.789354, -1.201973, -3.307825)
H (-1.373748, -1.303785, -1.645417)
H (0.197180, 0.705772, 3.219630)
H (2.016834, 0.765063, 3.351391)

Force components x, y, z for each atom (eV/Å):
C -0.198 -0.047 0.116
C -0.086 -0.190 -0.318
C 0.347 -0.163 -0.227
C 0.333 0.160 0.240
C -0.069 -0.073 -0.374
C 0.025 0.014 0.130
O -0.054 0.221 0.321
H 0.003 0.124 -0.042
H 0.147 -0.019 0.006
H 0.003 -0.159 0.034
H -0.005 0.122 -0.030
H -0.083 -0.016 0.125
H -0.062 -0.038 -0.040
H -0.020 0.107 0.048
H -0.086 0.066 -0.033
H -0.028 -0.087 -0.101
H -0.092 -0.070 0.034
H -0.258 0.034 0.043
H 0.183 0.014 0.068

Results of the natural (NBO) charge analysis, in e, for atoms 1 through 2: 0.06 -0.05

***

Formula: C3H5NO2
Source: the OMol25 dataset
Level of theory: ωB97M-V/def2-TZVPD

Output
Relative energy (zero: lowest compared OMol25 entry of this formula, charge and spin)   346.5 kJ/mol
SMILES   NC(=O)[C@H]1CO1
LUMO level   0.032 Ha

Positions of all 11 atoms, in Å:
N (0.659414, 1.416022, 0.655909)
C (-0.187393, 1.073116, -0.343552)
O (-0.389338, 1.744626, -1.340124)
C (-0.863125, -0.275721, -0.127699)
C (-0.090286, -1.456242, -0.504288)
O (-0.065401, -1.267700, 0.892561)
H (0.868013, 0.762419, 1.393890)
H (1.179435, 2.276384, 0.573058)
H (-1.428181, -0.705749, 0.765728)
H (-0.587523, -2.339026, -0.893525)
H (0.920159, -1.288715, -0.867817)

Force components x, y, z for each atom (eV/Å):
N 0.038 0.143 -0.016
C -0.202 0.029 0.174
O -0.108 -0.486 0.509
C 0.740 -0.751 1.715
C 0.298 -0.573 -0.128
O 1.602 -0.093 -0.150
H -0.044 0.058 -0.099
H -0.046 -0.142 -0.017
H -2.112 1.776 -1.566
H 0.055 -0.079 0.120
H -0.221 0.117 -0.543

Results of the natural (NBO) charge analysis, in e, for atoms 1 through 2: -0.82 0.63

***

Formula: C7H10ClF3O5S
Source: the OMol25 dataset
Level of theory: ωB97M-V/def2-TZVPD

Output
SMILES   O=S1(=O)CC[C@](Cl)(C[C@@H](O)C(F)(F)F)[C@@H](O)O1
LUMO level   0.013 Ha

Positions of all 27 atoms, in Å:
O (1.283354, -1.433930, 2.742403)
S (0.207061, -2.039117, 2.043578)
O (-0.091438, -3.300850, 2.603160)
C (0.585678, -2.218745, 0.295125)
C (-0.473180, -1.634864, -0.672420)
C (-1.174936, -0.327853, -0.212858)
Cl (-2.952434, -0.587397, -0.503944)
C (-0.806082, 0.918693, -1.034024)
C (0.700736, 1.127467, -1.237275)
O (0.939156, 1.219353, -2.639519)
C (1.242032, 2.349017, -0.519358)
F (1.331237, 2.137610, 0.797128)
F (2.451224, 2.660966, -0.918574)
F (0.446093, 3.391472, -0.657788)
C (-0.948576, -0.020989, 1.262126)
O (-1.695242, 1.044198, 1.717288)
O (-1.151281, -1.174889, 2.103721)
H (1.581594, -1.845370, 0.066388)
H (0.612205, -3.292963, 0.124015)
H (0.018314, -1.414926, -1.622439)
H (-1.230500, -2.386382, -0.865186)
H (-1.303594, 1.775410, -0.580388)
H (-1.263943, 0.801762, -2.013111)
H (1.302140, 0.274681, -0.905639)
H (1.345276, 2.068115, -2.860992)
H (0.114841, 0.246670, 1.372262)
H (-1.069735, 1.662861, 2.116320)

Force components x, y, z for each atom (eV/Å):
O 0.642 2.005 -0.502
S 0.387 -1.591 1.443
O -1.342 -1.296 -0.428
C -0.584 0.242 -0.727
C 0.225 0.427 0.295
C -0.713 -0.187 -0.178
Cl 0.125 0.183 0.267
C -0.132 -0.416 0.323
C -0.051 -0.244 -0.844
O 0.123 0.413 0.019
C -0.630 -0.827 0.589
F -0.094 -0.454 0.888
F 1.095 0.457 -0.752
F -0.430 1.081 -0.535
C 0.690 0.611 0.134
O 0.037 -0.061 -0.015
O 0.833 -0.080 -0.964
H 0.019 0.254 0.486
H 0.048 -0.051 0.281
H -0.026 -0.203 -0.028
H -0.033 0.010 0.073
H 0.147 0.026 0.025
H 0.236 -0.044 -0.119
H -0.133 0.075 0.318
H -0.005 -0.206 -0.026
H -0.084 -0.108 -0.182
H -0.351 -0.017 0.159

Results of the natural (NBO) charge analysis, in e, for atoms 1 through 2: -0.93 2.37

***

Formula: C26H32N4O3
Source: the OMol25 dataset
Level of theory: ωB97M-V/def2-TZVPD

Output
Relative energy (zero: lowest compared OMol25 entry of this formula, charge and spin)   291.5 kJ/mol
SMILES   O=C(CCc1ccccc1)Nc1ccnn1C1CCN(Cc2ccc(OCCO)cc2)CC1
LUMO level   0.020 Ha

Positions of all 65 atoms, in Å:
O (-1.012186, 3.391295, -5.399929)
C (-0.553012, 2.371134, -4.945430)
N (-0.444985, 2.113240, -3.606931)
C (-0.726014, 3.013976, -2.591055)
C (-1.340572, 4.249786, -2.617773)
C (-1.342467, 4.658287, -1.279374)
N (-0.780212, 3.758304, -0.499460)
N (-0.391157, 2.759749, -1.300228)
C (0.217813, 1.573849, -0.743655)
C (-0.854454, 0.570700, -0.304222)
C (-0.189977, -0.640421, 0.366023)
N (0.668584, -0.293473, 1.478978)
C (1.673067, 0.665463, 1.072124)
C (1.095615, 1.943752, 0.450866)
H (1.902936, 2.599661, 0.124274)
H (0.491805, 2.487648, 1.176376)
H (2.312285, 0.167750, 0.334339)
H (2.287917, 0.916596, 1.939022)
C (-0.055639, 0.071529, 2.687130)
C (-0.811521, -1.112171, 3.228467)
C (-0.179965, -2.340698, 3.355227)
C (-0.844664, -3.444927, 3.858122)
C (-2.173949, -3.332597, 4.250584)
C (-2.814569, -2.100403, 4.124373)
C (-2.141154, -1.008961, 3.616484)
H (-2.657130, -0.064004, 3.524497)
H (-3.847424, -2.025960, 4.426656)
O (-2.948427, -4.342596, 4.750604)
C (-2.382261, -5.614572, 4.987887)
C (-1.583317, -5.635692, 6.297363)
O (-2.414919, -5.419774, 7.407152)
H (-2.963414, -4.647534, 7.218612)
H (-1.125828, -6.617210, 6.437611)
H (-0.791185, -4.873194, 6.260144)
H (-1.763962, -5.945042, 4.146526)
H (-3.239851, -6.286718, 5.082723)
H (-0.313570, -4.380664, 3.939089)
H (0.849802, -2.430692, 3.045421)
H (-0.749844, 0.913336, 2.542405)
H (0.690305, 0.381736, 3.426803)
H (0.429382, -1.162045, -0.372577)
H (-0.952833, -1.335363, 0.722656)
H (-1.529016, 1.065435, 0.396031)
H (-1.444718, 0.241228, -1.161854)
H (0.855860, 1.116830, -1.512651)
H (-1.730911, 5.565405, -0.861579)
H (-1.719549, 4.759648, -3.476509)
H (0.000259, 1.251023, -3.327737)
C (-0.002863, 1.243594, -5.801607)
C (1.514964, 1.432659, -5.991502)
C (2.244144, 1.408801, -4.677687)
C (2.548257, 0.200300, -4.060449)
C (3.192689, 0.175446, -2.835479)
C (3.539156, 1.361564, -2.209378)
C (3.231563, 2.570546, -2.811109)
C (2.588579, 2.592946, -4.036081)
H (2.348809, 3.538146, -4.501033)
H (3.495186, 3.498886, -2.326713)
H (4.049794, 1.343102, -1.258033)
H (3.429043, -0.771411, -2.371389)
H (2.286459, -0.728477, -4.548813)
H (1.886113, 0.633892, -6.637426)
H (1.684823, 2.387524, -6.491241)
H (-0.206022, 0.275219, -5.340516)
H (-0.491668, 1.284614, -6.775146)

Force components x, y, z for each atom (eV/Å):
O -0.022 0.310 -0.093
C -0.031 -0.585 -0.093
N -0.069 -0.287 0.447
C -0.195 0.487 0.068
C 0.027 -0.132 -0.237
C 0.112 -0.323 -0.099
N -0.033 0.241 0.756
N -0.021 0.198 -0.741
C -0.121 -0.235 0.467
C 0.309 -0.171 0.022
C -0.223 0.002 -0.178
N 0.084 -0.079 0.178
C 0.043 0.233 -0.084
C 0.100 -0.312 -0.081
H 0.015 0.094 0.010
H 0.034 0.037 -0.019
H 0.090 0.027 0.018
H 0.047 -0.021 -0.045
C 0.086 -0.027 -0.021
C -0.010 0.034 0.032
C -0.102 0.177 0.006
C -0.096 -0.301 0.103
C -0.092 0.283 -0.037
C -0.027 -0.274 0.099
C 0.132 -0.070 0.003
H -0.048 0.112 -0.034
H -0.127 -0.001 0.032
O -0.123 0.258 -0.006
C 0.387 -0.388 0.343
C -0.002 0.112 -0.554
O -0.372 0.150 0.280
H 0.076 -0.046 0.050
H 0.024 0.055 -0.092
H -0.024 -0.172 -0.041
H -0.054 0.036 0.007
H 0.154 0.033 -0.029
H 0.018 -0.076 0.032
H 0.117 -0.025 -0.052
H 0.027 0.002 0.086
H -0.046 0.104 -0.066
H -0.056 -0.063 -0.032
H 0.054 -0.046 -0.113
H -0.060 0.085 -0.030
H -0.067 0.015 -0.022
H -0.038 0.096 0.056
H -0.070 0.185 0.121
H -0.048 0.051 -0.181
H -0.030 0.104 -0.169
C 0.065 0.227 -0.190
C -0.124 -0.092 0.039
C 0.226 0.009 -0.111
C -0.052 0.041 -0.054
C 0.026 -0.075 0.109
C 0.050 -0.018 0.066
C 0.022 0.058 0.052
C 0.064 -0.071 -0.048
H -0.044 0.118 -0.057
H 0.019 0.090 0.048
H 0.045 0.000 0.092
H 0.032 -0.075 0.037
H -0.015 -0.103 -0.068
H 0.011 0.077 -0.023
H 0.020 -0.041 -0.053
H 0.001 -0.026 -0.010
H -0.071 -0.006 0.107

Results of the natural (NBO) charge analysis, in e, for atoms 1 through 2: -0.59 0.69

***

Formula: C11H24NO2
Source: the OMol25 dataset
Level of theory: ωB97M-V/def2-TZVPD

Output
Relative energy (zero: lowest compared OMol25 entry of this formula, charge and spin)   0.0 kJ/mol
SMILES   CC(C)C[C@@H](C)CO[C@@H]1C[NH2+]CCO1
Charge   +1
LUMO level   -0.121 Ha

Positions of all 38 atoms, in Å:
C (0.360756, -0.499959, 3.322957)
C (-0.250213, 0.883990, 3.044936)
C (0.787468, 1.807246, 2.414183)
C (-1.551642, 0.770832, 2.239318)
C (-1.406254, 0.171523, 0.829992)
C (-2.571626, -0.756775, 0.433371)
C (-1.258864, 1.296798, -0.183516)
O (-0.982267, 0.839725, -1.531278)
C (0.210394, 0.217088, -1.701031)
C (0.603701, 0.421973, -3.168089)
N (1.243668, -0.844875, -3.678238)
C (2.192395, -1.453101, -2.682987)
C (1.377160, -1.777071, -1.410761)
O (0.095607, -1.193196, -1.503572)
H (1.170364, -0.735375, 2.626045)
H (-0.380962, -1.298352, 3.245756)
H (0.782302, -0.556376, 4.326945)
H (-0.531226, 1.330603, 4.002984)
H (1.661861, 1.901077, 3.061439)
H (0.394250, 2.811493, 2.239679)
H (1.144936, 1.410747, 1.456606)
H (-2.038037, 1.752523, 2.178532)
H (-2.232198, 0.141562, 2.816958)
H (-0.482650, -0.416423, 0.820380)
H (-2.982734, -0.500206, -0.544557)
H (-3.384615, -0.698772, 1.157261)
H (-2.253438, -1.797984, 0.376450)
H (-2.199866, 1.837953, -0.280390)
H (-0.478185, 2.008614, 0.097900)
H (0.975729, 0.597897, -1.005569)
H (-0.301775, 0.583560, -3.750294)
H (1.299950, 1.244116, -3.319321)
H (0.504484, -1.520148, -3.879837)
H (1.728087, -0.656959, -4.555701)
H (2.980366, -0.719381, -2.519570)
H (2.628804, -2.339417, -3.139701)
H (1.228179, -2.849639, -1.308565)
H (1.916089, -1.415312, -0.528717)

Force components x, y, z for each atom (eV/Å):
C -0.011 -0.058 0.049
C -0.009 -0.029 0.004
C 0.089 0.051 -0.010
C -0.022 0.032 0.040
C 0.024 -0.080 -0.093
C 0.002 -0.005 -0.009
C -0.083 0.031 -0.009
O -0.088 0.024 0.074
C 0.024 -0.037 0.020
C -0.002 -0.068 -0.106
N 0.079 0.003 -0.058
C 0.014 0.042 -0.086
C 0.088 -0.069 0.011
O -0.020 0.023 0.028
H -0.048 0.009 -0.033
H -0.017 0.044 0.029
H 0.058 0.055 -0.038
H -0.010 -0.048 -0.003
H -0.030 -0.001 -0.007
H -0.011 -0.021 0.013
H -0.013 -0.013 0.057
H 0.030 -0.015 -0.014
H 0.001 0.003 -0.028
H 0.003 0.028 -0.006
H 0.039 -0.002 0.013
H -0.001 0.028 -0.027
H -0.008 0.015 0.057
H 0.024 0.014 0.018
H -0.028 -0.044 -0.009
H 0.016 0.016 -0.027
H 0.029 0.066 0.016
H 0.013 -0.028 0.022
H -0.034 0.016 0.074
H -0.013 -0.029 -0.005
H -0.037 0.000 0.037
H 0.004 0.024 0.033
H -0.023 0.030 -0.014
H -0.029 -0.006 -0.010

Results of the natural (NBO) charge analysis, in e, for atoms 1 through 2: -0.62 -0.22

***

In eV/Å, the largest force on an atom values for the records above are, in order, 0.45; 3.17; 2.18; 0.79; 0.13.
In eV, the total energy values for the records above are, in order, -8463.0282; -8774.1032; -49168.2736; -39584.4628; -17374.5183.